# 1
Density functional theory data (ωB97M-V/def2-TZVPD) for a single C5H11NO2 molecule in a non-equilibrium geometry.

Results
HOMO-LUMO gap   7.726 eV
ΔE to the lowest compared entry with this formula, charge and spin   420.3 kJ/mol

```
! wB97M-V def2-TZVPD RIJCOSX def2/J DEFGRID3
* xyz 0 1
C -0.20 0.94 0.40
C 0.66 -0.20 0.21
C 0.95 -1.05 1.40
C 1.51 -0.34 -1.01
C -1.55 -0.23 0.15
N -2.27 0.14 -1.05
O -0.19 1.96 -0.58
O -2.13 -0.56 1.20
H 0.51 2.59 -0.37
H -0.36 1.30 1.41
H -0.79 -1.09 -0.28
H -1.65 0.34 -1.82
H -2.78 1.00 -0.84
H 2.48 0.11 -0.80
H 1.33 -2.03 1.11
H 1.70 -0.54 2.02
H 0.04 -1.16 2.00
H 1.09 0.20 -1.87
H 1.67 -1.39 -1.26
*
```

# 2
Density functional theory data (ωB97M-V/def2-TZVPD) for 6 unconnected molecules or ions with the total composition C37H39ClN2O12PS in a non-equilibrium geometry.

Results
HOMO-LUMO gap   7.390 eV

```
! wB97M-V def2-TZVPD RIJCOSX def2/J DEFGRID3
* xyz 1 1
N -4.79 -0.14 -0.46
C -3.66 -0.10 -1.41
C -2.35 0.08 -0.66
C -1.13 0.14 -1.61
P 0.29 0.69 -0.69
N 0.73 -0.48 0.43
C 1.69 1.10 -1.72
C 1.54 2.44 -2.49
C 2.79 3.29 -2.34
C 2.53 4.79 -2.60
S 3.35 5.43 -4.06
O 4.01 4.36 -4.74
O 2.43 6.25 -4.77
Cl 4.75 6.67 -3.25
H -5.38 0.67 -0.55
H -4.46 -0.20 0.50
H -3.84 0.72 -2.10
H -3.67 -1.05 -1.94
H -2.39 1.01 -0.09
H -2.20 -0.75 0.02
H -0.90 -0.85 -2.01
H -1.32 0.82 -2.45
H -0.14 1.83 0.01
H 1.00 -0.01 1.29
H 1.55 -0.96 0.08
H 2.54 1.20 -1.04
H 1.93 0.26 -2.37
H 0.68 2.98 -2.09
H 1.32 2.25 -3.54
H 3.58 2.94 -3.00
H 3.20 3.20 -1.34
H 1.46 4.98 -2.74
H 2.86 5.38 -1.75
C 5.87 4.80 2.09
C 5.16 4.20 1.14
C 5.48 2.83 0.68
O 4.83 2.28 -0.19
C 6.63 2.14 1.32
C 7.34 2.73 2.27
C 7.02 4.11 2.73
O 7.66 4.65 3.60
H 5.66 5.80 2.44
H 4.32 4.68 0.66
H 6.84 1.14 0.97
H 8.19 2.25 2.76
C 1.05 -6.04 -2.64
C 0.67 -4.79 -2.90
C 0.67 -3.76 -1.84
O 0.32 -2.61 -2.09
C 1.11 -4.15 -0.49
C 1.49 -5.40 -0.22
C 1.49 -6.45 -1.28
O 1.84 -7.58 -1.05
H 1.05 -6.82 -3.40
H 0.34 -4.48 -3.88
H 1.10 -3.38 0.27
H 1.82 -5.72 0.76
C 7.23 5.66 6.53
C 7.86 5.50 7.70
C 7.21 5.87 8.98
O 7.79 5.72 10.04
C 5.84 6.43 8.92
C 5.21 6.59 7.76
C 5.86 6.22 6.48
O 5.28 6.36 5.42
H 7.67 5.40 5.58
H 8.86 5.09 7.76
H 5.39 6.69 9.87
H 4.21 7.00 7.69
C -7.80 -3.49 0.24
C -6.56 -3.05 0.38
C -5.67 -3.57 1.45
O -4.53 -3.16 1.57
C -6.21 -4.61 2.35
C -7.45 -5.06 2.21
C -8.35 -4.54 1.15
O -9.48 -4.95 1.03
H -8.47 -3.13 -0.52
H -6.13 -2.29 -0.26
H -5.54 -4.98 3.12
H -7.87 -5.82 2.86
C -6.25 -4.62 -4.42
C -6.41 -5.48 -5.43
C -7.70 -6.19 -5.63
O -7.84 -6.97 -6.55
C -8.80 -5.91 -4.68
C -8.64 -5.06 -3.67
C -7.35 -4.35 -3.46
O -7.21 -3.57 -2.54
H -5.33 -4.09 -4.24
H -5.63 -5.69 -6.14
H -9.73 -6.44 -4.85
H -9.43 -4.84 -2.96
*
```

# 3
Density functional theory data (ωB97M-V/def2-TZVPD) for 3 unconnected molecules or ions with the total composition C3H9N2O2 in a non-equilibrium geometry.

Results
HOMO-LUMO gap (alpha / beta)   9.496 / 4.942 eV
⟨S²⟩   0.76
ΔE to the lowest compared entry with this formula, charge and spin   181.1 kJ/mol

```
! wB97M-V def2-TZVPD RIJCOSX def2/J DEFGRID3
* xyz 2 2
C 1.44 -0.93 0.81
C 1.45 0.24 1.61
N 0.22 0.75 1.69
C -0.60 -0.12 1.08
N 0.09 -1.16 0.49
H 2.33 -1.62 0.60
H 2.20 0.63 2.22
H -0.15 1.66 2.21
H -1.66 -0.27 1.02
H -0.28 -2.09 0.23
H 0.17 -0.93 -3.02
H 0.42 0.21 -2.00
O 0.28 -0.83 -2.05
H -2.22 0.77 -1.62
H -2.09 2.29 -1.68
O -1.60 1.40 -1.57
*
```

# 4
Density functional theory data (ωB97M-V/def2-TZVPD) for 2 unconnected molecules or ions with the total composition H4S3 in a non-equilibrium geometry.

Results
HOMO-LUMO gap   9.254 eV
ΔE to the lowest compared entry with this formula, charge and spin   55.3 kJ/mol

```
! wB97M-V def2-TZVPD RIJCOSX def2/J DEFGRID3
* xyz 0 1
S -3.35 0.19 2.10
S -5.24 -0.99 1.98
H -4.00 1.21 2.83
H -4.67 -1.80 3.00
S 5.49 1.02 -3.49
H 6.44 0.27 -4.00
H 5.33 0.10 -2.43
*
```

# 5
Density functional theory data (ωB97M-V/def2-TZVPD) for 5 unconnected molecules or ions with the total composition C20H30O15 in a non-equilibrium geometry.

Results
HOMO-LUMO gap   10.477 eV
ΔE to the lowest compared entry with this formula, charge and spin   457.2 kJ/mol

```
! wB97M-V def2-TZVPD RIJCOSX def2/J DEFGRID3
* xyz 0 1
C 3.31 -1.01 -3.91
C 4.58 -1.74 -3.64
C 4.61 -2.42 -2.26
O 4.79 -3.74 -2.59
C 4.92 -3.94 -3.81
O 5.51 -4.92 -4.30
O 4.71 -2.86 -4.46
H 3.44 -0.01 -3.49
H 2.45 -1.63 -3.64
H 3.28 -0.72 -4.96
H 5.47 -1.17 -3.90
H 3.78 -2.05 -1.66
H 5.46 -2.21 -1.62
C 0.46 -6.74 0.62
C -0.20 -6.07 1.87
C 0.53 -4.86 2.49
O -0.32 -3.75 2.08
C -1.43 -4.14 1.40
O -2.40 -3.43 1.07
O -1.44 -5.50 1.45
H 0.41 -6.03 -0.20
H -0.02 -7.69 0.38
H 1.45 -7.13 0.85
H -0.59 -6.82 2.56
H 1.55 -4.84 2.10
H 0.61 -4.89 3.58
C -2.88 5.54 -0.44
C -2.16 4.98 0.70
C -2.68 3.73 1.44
O -1.48 2.87 1.56
C -0.51 3.41 0.86
O 0.68 2.91 0.79
O -0.82 4.54 0.34
H -2.27 6.27 -0.96
H -3.84 6.00 -0.21
H -3.12 4.75 -1.16
H -2.05 5.79 1.42
H -3.50 3.32 0.85
H -3.06 3.80 2.45
C -8.88 5.74 -4.44
C -9.57 4.28 -4.45
C -9.03 3.37 -5.50
O -8.78 2.24 -4.69
C -8.93 2.41 -3.42
O -8.57 1.68 -2.49
O -9.39 3.63 -3.24
H -9.17 6.27 -3.54
H -9.30 6.31 -5.27
H -7.80 5.55 -4.51
H -10.64 4.44 -4.55
H -8.14 3.84 -5.92
H -9.87 3.20 -6.18
C 7.94 0.54 5.69
C 6.72 -0.29 6.01
C 6.47 -1.30 4.87
O 6.75 -2.50 5.38
C 6.72 -2.52 6.69
O 6.46 -3.45 7.44
O 6.80 -1.19 7.10
H 7.66 0.94 4.72
H 8.87 -0.01 5.55
H 8.01 1.27 6.50
H 5.84 0.34 6.01
H 7.17 -1.22 4.04
H 5.44 -1.18 4.53
*
```

# 6
Density functional theory data (ωB97M-V/def2-TZVPD) for a single CH2N2OS2 molecule in a non-equilibrium geometry.

Results
HOMO-LUMO gap (alpha / beta)   7.558 / 6.886 eV
ΔE to the lowest compared entry with this formula, charge and spin   207.9 kJ/mol

```
! wB97M-V def2-TZVPD RIJCOSX def2/J DEFGRID3
* xyz 0 1
C 0.86 0.01 -0.12
N 0.09 -1.05 -0.07
N -2.30 0.08 0.15
O 2.90 1.34 0.01
S -1.46 -1.21 0.06
S 2.53 -0.06 0.12
H 0.63 0.98 -0.33
H -3.24 -0.08 0.19
*
```

# 7
Density functional theory data (ωB97M-V/def2-TZVPD) for a molecular structure, C10H5ClNO5V in a non-equilibrium geometry.

Results
HOMO-LUMO gap (alpha / beta)   6.138 / 5.457 eV
⟨S²⟩   2.03
ΔE to the lowest compared entry with this formula, charge and spin   0.0 kJ/mol

```
! wB97M-V def2-TZVPD RIJCOSX def2/J DEFGRID3
* xyz 2 3
O -0.10 4.85 -1.86
C 0.30 4.33 -0.92
V 0.18 1.24 0.03
O -1.03 2.18 -2.66
C -0.55 1.93 -1.62
C 1.21 1.50 1.77
O 1.76 1.30 2.79
C -1.42 1.82 1.05
O -2.32 2.14 1.71
C 1.98 1.12 -0.79
O 3.06 0.94 -1.21
H 0.90 2.55 0.85
Cl 1.67 -3.97 -1.30
C 0.53 -2.98 -0.51
C -0.64 -3.53 0.06
C -1.52 -2.62 0.69
C -1.25 -1.24 0.73
N -0.14 -0.76 0.10
C 0.79 -1.59 -0.46
H -0.80 -4.62 -0.01
H -2.44 -2.99 1.16
H -1.87 -0.49 1.23
H 1.70 -1.11 -0.85
*
```

# 8
Density functional theory data (ωB97M-V/def2-TZVPD) for 2 unconnected molecules or ions with the total composition C2H3F3S in a non-equilibrium geometry.

Results
HOMO-LUMO gap (alpha / beta)   8.333 / 9.036 eV
ΔE to the lowest compared entry with this formula, charge and spin   488.6 kJ/mol

```
! wB97M-V def2-TZVPD RIJCOSX def2/J DEFGRID3
* xyz 0 1
C 0.82 0.41 -1.41
C -0.06 -0.07 1.27
F 0.11 -0.55 -2.09
F 2.13 0.08 -1.35
F -0.61 1.17 1.31
S -1.16 -1.41 1.00
H 0.39 1.32 -1.72
H 0.76 -0.30 1.82
H -2.39 -0.64 1.17
*
```

# 9
Density functional theory data (ωB97M-V/def2-TZVPD) for a molecular structure, C22H23BCl2N8SZr.

Results
HOMO-LUMO gap (alpha / beta)   6.446 / 4.230 eV
⟨S²⟩   0.76
ΔE to the lowest compared entry with this formula, charge and spin   50.6 kJ/mol

```
! wB97M-V def2-TZVPD RIJCOSX def2/J DEFGRID3
* xyz 3 2
Zr 0.01 -0.80 -1.34
C -3.67 -1.48 -0.74
C -2.95 -0.43 0.03
C -3.35 0.28 1.16
C -2.27 1.07 1.50
N -1.26 0.87 0.63
N -1.70 -0.05 -0.30
B 0.05 1.73 0.41
N 0.09 2.24 -1.05
C 0.24 3.43 -1.67
C 0.26 3.26 -3.03
C 0.13 1.89 -3.23
C 0.07 1.12 -4.51
N 0.04 1.28 -2.04
N 1.34 0.88 0.66
C 2.36 1.02 1.52
C 3.39 0.17 1.17
C 2.94 -0.52 0.04
C 3.61 -1.61 -0.72
N 1.72 -0.07 -0.28
N -0.05 2.91 1.43
C -0.69 4.17 1.27
C -0.65 4.80 2.47
C 0.01 3.92 3.36
C 0.35 4.02 4.77
N 0.34 2.73 2.65
H -4.75 -1.39 -0.57
H -3.37 -2.47 -0.40
H -3.48 -1.41 -1.81
H -4.30 0.22 1.66
H -2.18 1.76 2.32
H 0.37 4.35 -1.12
H 0.37 4.03 -3.78
H 0.60 1.66 -5.29
H -0.96 0.99 -4.83
H 0.54 0.14 -4.42
H 2.31 1.72 2.34
H 4.34 0.06 1.67
H 4.69 -1.53 -0.62
H 3.36 -1.57 -1.78
H 3.31 -2.58 -0.33
H -1.15 4.45 0.34
H -1.03 5.78 2.70
H 0.32 5.04 5.13
H 1.32 3.55 4.98
H -0.39 3.43 5.35
Cl -0.02 -2.43 0.75
C -0.02 -4.08 0.08
C -0.04 -5.12 0.99
C -0.04 -6.41 0.48
C -0.02 -6.62 -0.89
C -0.01 -5.55 -1.78
Cl 0.02 -5.86 -3.46
C -0.01 -4.24 -1.30
S 0.02 -2.92 -2.47
H -0.05 -4.93 2.05
H -0.05 -7.25 1.16
H -0.02 -7.63 -1.29
*
```

# 10
Density functional theory data (ωB97M-V/def2-TZVPD) for 6 unconnected molecules or ions with the total composition C39H69BF2I2N3O17S6 in a non-equilibrium geometry.

Results
HOMO-LUMO gap   5.521 eV

```
! wB97M-V def2-TZVPD RIJCOSX def2/J DEFGRID3
* xyz 1 1
C 1.70 0.24 4.20
C 1.74 1.85 4.06
C 1.91 2.34 2.51
O 2.75 1.42 1.82
C 3.03 1.77 0.41
B 4.57 2.38 0.65
O 5.35 3.04 -0.36
O 5.24 2.22 1.95
N 2.19 2.94 -0.10
C 2.39 4.41 0.01
C 3.13 5.07 -1.29
O 3.78 6.14 -1.24
C 1.16 2.33 -0.73
N -0.01 2.98 -1.37
C 0.30 3.88 -2.46
O 0.27 5.14 -2.44
F 0.62 3.34 -3.77
C -1.02 3.46 -0.42
O -1.16 4.60 0.05
F -1.92 2.46 0.10
C 1.23 0.67 -0.81
S 0.23 -0.09 0.61
N 0.56 0.47 -2.08
C -0.51 -0.50 -2.24
C -2.03 0.05 -1.98
C 2.87 0.56 -0.69
C 3.54 1.12 -2.05
C 5.05 0.54 -2.31
C 5.88 1.63 -3.22
O 7.26 1.58 -2.73
C 3.50 -0.87 -0.28
I 4.63 -1.27 1.57
C 3.43 -2.06 -1.10
C 4.07 -3.49 -0.64
I 2.53 -2.10 -3.06
H 1.46 0.01 5.31
H 0.98 -0.28 3.47
H 2.79 -0.12 4.05
H 2.72 2.20 4.58
H 0.89 2.40 4.60
H 0.85 2.50 2.09
H 2.47 3.36 2.59
H 6.02 3.58 0.14
H 5.32 3.13 2.33
H 2.86 4.77 0.99
H 1.32 4.88 -0.01
H 3.06 4.54 -2.32
H -0.37 0.92 1.35
H 0.85 1.02 -2.88
H -0.54 -0.78 -3.38
H -0.36 -1.54 -1.75
H -2.19 1.11 -2.39
H -2.72 -0.75 -2.50
H -2.26 -0.05 -0.85
H 2.96 0.82 -3.01
H 3.64 2.26 -2.12
H 5.65 0.46 -1.33
H 5.04 -0.45 -2.89
H 5.92 1.32 -4.32
H 5.51 2.70 -3.06
H 7.31 2.16 -1.94
H 3.96 -4.28 -1.47
H 5.21 -3.36 -0.50
H 3.55 -3.90 0.29
C 0.25 4.54 -6.66
C 0.00 6.05 -6.65
C 0.32 6.59 -8.04
S 0.03 5.23 -9.18
O 1.29 4.85 -9.77
O -1.14 5.52 -9.98
C -0.40 4.03 -7.94
H -0.15 4.05 -5.78
H 1.33 4.35 -6.69
H -1.06 6.24 -6.41
H 0.59 6.55 -5.88
H -0.32 7.43 -8.31
H 1.37 6.88 -8.13
H -0.05 3.04 -8.24
H -1.49 4.02 -7.85
C -6.92 -3.26 -2.67
C -7.35 -2.77 -1.29
C -6.08 -2.34 -0.54
S -4.91 -1.84 -1.79
O -3.79 -2.76 -1.78
O -4.72 -0.40 -1.72
C -5.94 -2.21 -3.20
H -7.78 -3.38 -3.34
H -6.42 -4.23 -2.58
H -8.02 -1.91 -1.39
H -7.89 -3.54 -0.73
H -6.27 -1.51 0.13
H -5.65 -3.17 0.01
H -5.33 -2.58 -4.02
H -6.46 -1.30 -3.48
C 5.10 -9.22 -0.41
C 3.59 -9.34 -0.53
C 3.00 -7.93 -0.40
S 4.26 -6.81 -0.98
O 4.71 -6.00 0.14
O 3.85 -6.22 -2.23
C 5.50 -8.05 -1.30
H 5.61 -10.14 -0.70
H 5.37 -9.00 0.63
H 3.33 -9.75 -1.52
H 3.17 -10.01 0.22
H 2.10 -7.81 -1.00
H 2.78 -7.69 0.64
H 6.49 -7.66 -1.08
H 5.43 -8.32 -2.36
C -4.04 -1.78 4.80
C -3.46 -3.18 4.58
C -4.12 -3.75 3.33
S -4.55 -2.35 2.30
O -5.99 -2.28 2.20
O -3.69 -2.33 1.14
C -4.00 -1.10 3.44
H -3.48 -1.22 5.55
H -5.08 -1.86 5.15
H -2.38 -3.10 4.44
H -3.63 -3.83 5.45
H -3.43 -4.40 2.78
H -5.03 -4.29 3.56
H -4.65 -0.22 3.38
H -2.98 -0.82 3.17
C -4.97 2.76 8.90
C -4.46 3.07 7.49
C -3.09 2.40 7.34
S -3.10 0.99 8.44
O -2.13 1.21 9.48
O -3.13 -0.23 7.66
C -4.73 1.27 9.11
H -6.02 3.02 9.02
H -4.39 3.34 9.63
H -5.16 2.65 6.76
H -4.40 4.14 7.31
H -2.92 2.06 6.32
H -2.29 3.07 7.65
H -4.75 0.98 10.16
H -5.44 0.68 8.54
*
```

# 11
Density functional theory data (ωB97M-V/def2-TZVPD) for a molecular structure, C9H15NO2 in a non-equilibrium geometry.

Results
HOMO-LUMO gap   8.986 eV
ΔE to the lowest compared entry with this formula, charge and spin   318.5 kJ/mol

```
! wB97M-V def2-TZVPD RIJCOSX def2/J DEFGRID3
* xyz 0 1
C -0.95 -2.58 1.32
C -1.08 -1.68 0.32
C 0.28 -2.14 2.08
C -0.07 -0.64 0.39
C -0.76 0.63 -1.64
C 1.35 -0.65 -1.57
C 1.15 1.49 -0.36
C -1.17 0.86 2.33
C 0.44 0.24 -0.76
N 0.76 -1.05 1.41
O 0.74 -2.60 3.09
O -1.29 0.69 1.00
H -1.41 -3.50 1.54
H -1.92 -1.34 -0.30
H -1.58 0.97 -0.89
H -1.14 -0.31 -2.21
H -0.41 1.41 -2.48
H 1.42 -0.36 -2.60
H 2.39 -0.64 -1.11
H 0.91 -1.74 -1.69
H 2.10 1.17 0.25
H 0.42 2.08 0.44
H 1.52 2.02 -1.22
H -2.01 1.40 2.68
H -0.37 1.47 2.68
H -1.15 -0.15 2.94
H 1.59 -0.56 1.87
*
```